# 1
The following is a quantum chemistry calculation of 11 unconnected molecules or ions with the total composition C6H34NO10 at a distorted geometry, from OMol25.

Summary:
Kohn-Sham gap = 10.19 eV
Highest occupied orbital energy = -12.499 eV
ΔE to the lowest compared entry with this formula, charge and spin = 0.0 kJ/mol
Net charge = +1
LUMO level = -2.311 eV
Molar mass = 280.33 g/mol

Geometry (Å):
O 1.428 0.667 2.868
O -2.512 -0.267 -1.250
O -0.744 -1.099 -3.244
O -2.899 0.596 1.706
O 1.940 -0.661 -3.383
O -2.192 -3.086 -1.972
O 2.713 -1.464 1.369
O 3.559 -0.665 -1.129
O 0.140 -1.714 2.323
O -2.139 -1.905 0.911
N 0.445 3.026 2.213
C 0.273 0.149 -0.164
C 0.232 2.642 -0.686
C 0.599 -1.055 -0.618
C -0.959 2.863 1.668
C 1.069 1.382 -0.414
C -1.027 2.893 0.141
H 1.037 3.610 1.620
H 3.181 -2.162 1.837
H -1.592 3.662 2.061
H -1.548 -2.519 -2.453
H 0.761 -0.050 2.750
H -1.721 -0.377 -1.848
H 0.892 3.528 -0.679
H 2.532 -0.662 -2.585
H 2.215 0.326 2.408
H 1.665 1.234 -1.324
H -0.963 -0.757 -4.125
H 0.244 -0.954 -3.199
H 0.445 3.416 3.152
H -3.003 -0.332 1.976
H 1.794 1.554 0.379
H 1.748 -1.706 1.449
H -0.024 -2.269 3.099
H -2.402 -3.806 -2.579
H -3.177 -0.833 -1.648
H -1.800 2.168 -0.163
H -0.663 -1.756 1.719
H -2.294 -2.787 0.549
H 0.911 2.046 2.280
H 4.469 -0.968 -1.216
H -0.088 2.574 -1.739
H -1.470 3.830 -0.212
H 3.252 -0.946 -0.227
H -3.082 0.518 0.759
H -0.603 0.315 0.465
H -1.331 1.919 2.083
H 0.035 -1.946 -0.397
H -2.169 -1.356 0.073
H 1.470 -1.235 -1.224
H 2.452 -1.086 -4.082


# 2
The following is a quantum chemistry calculation of a single C3H6N2 molecule at a distorted geometry, from OMol25.

Summary:
Kohn-Sham gap = 10.20 eV
Highest occupied orbital energy = -9.283 eV
ΔE to the lowest compared entry with this formula, charge and spin = 115.1 kJ/mol
LUMO level = 0.919 eV
SMILES = CNCC#N
Molar mass = 70.09 g/mol

Geometry (Å):
N 2.617 -1.374 0.360
N -0.188 0.676 0.252
C -0.878 0.735 -0.999
C 0.123 -0.598 0.845
C 1.528 -1.071 0.614
H -1.782 0.117 -0.911
H -0.535 -1.419 0.524
H 0.600 1.295 0.373
H -1.208 1.768 -1.138
H -0.128 -0.333 1.861
H -0.280 0.392 -1.853


# 3
The following is a quantum chemistry calculation of a single C5H9NO6 molecule at a distorted geometry, from OMol25.

Summary:
Kohn-Sham gap = 9.45 eV
Highest occupied orbital energy = -9.027 eV
ΔE to the lowest compared entry with this formula, charge and spin = 272.3 kJ/mol
LUMO level = 0.419 eV
SMILES = [O-][N+]1=CC[C@@H](O)C(O)(O)C1(O)O
Molar mass = 179.13 g/mol

Geometry (Å):
O 0.050 2.108 -0.062
O 2.135 -0.111 -0.582
O 0.658 -1.273 -2.082
O 0.972 1.293 1.930
O 1.237 -1.346 1.035
O -1.243 0.518 2.379
N -1.042 0.554 1.149
C -0.048 -1.065 -0.882
C 0.985 -0.473 -0.053
C -1.202 -0.059 -1.157
C -1.831 0.199 0.226
C 0.291 1.034 0.764
H 0.599 2.837 0.309
H -1.902 -0.460 -1.873
H 0.408 0.746 2.549
H -2.792 -0.135 0.458
H -0.488 -1.894 -0.467
H 2.129 -0.459 -1.437
H -0.889 0.945 -1.568
H 1.583 -0.852 1.817
H 0.391 -2.108 -2.453


# 4
The following is a quantum chemistry calculation of 3 unconnected molecules or ions with the total composition H5O3 at a distorted geometry, from OMol25.

Summary:
Kohn-Sham gap = 9.44 eV
Highest occupied orbital energy = -4.475 eV
ΔE to the lowest compared entry with this formula, charge and spin = 42.5 kJ/mol
Net charge = -1
LUMO level = 4.969 eV
Molar mass = 53.04 g/mol

Geometry (Å):
O -1.532 0.186 1.522
O 1.133 0.128 -1.960
O 0.705 -0.262 0.492
H 0.222 0.230 -2.271
H -0.586 0.016 0.991
H 1.012 -0.095 -0.919
H -2.178 -0.219 1.017
H 1.224 0.016 1.128


# 5
The following is a quantum chemistry calculation of a single C3H4N2O2 molecule at a distorted geometry, from OMol25.

Summary:
Kohn-Sham gap = 8.90 eV
Highest occupied orbital energy = -8.749 eV
ΔE to the lowest compared entry with this formula, charge and spin = 378.7 kJ/mol
LUMO level = 0.153 eV
SMILES = Oc1nccn1O
Molar mass = 100.08 g/mol

Geometry (Å):
O -0.643 1.095 1.867
O -1.557 -1.052 -0.090
N -0.363 -0.379 -0.032
N 1.130 1.234 0.408
C 0.388 -0.286 -1.162
C 1.370 0.560 -0.863
C 0.072 0.573 0.824
H 0.130 -1.050 -1.958
H -1.381 -1.874 0.460
H -1.406 0.513 2.055
H 2.260 0.668 -1.510


# 6
The following is a quantum chemistry calculation of a molecular structure, C42H50F4N11O3RbS2, from OMol25.

Summary:
Kohn-Sham gap = 6.40 eV
Highest occupied orbital energy = -6.210 eV
ΔE to the lowest compared entry with this formula, charge and spin = 51.5 kJ/mol
LUMO level = 0.193 eV
Molar mass = 982.53 g/mol

Geometry (Å):
Rb -0.713 -0.016 -0.182
S 2.062 0.897 1.650
S -4.480 2.629 3.026
F 4.198 0.201 -2.393
F 0.376 3.085 -4.985
F 1.780 0.257 -1.364
F 2.815 2.980 -5.935
O -0.726 -1.911 -2.193
O 0.907 1.784 1.352
O -0.627 -3.937 -3.087
N -1.250 -1.852 2.653
N 2.526 -1.170 -5.097
N 0.995 -2.525 -0.169
N -2.120 2.879 2.104
N -2.408 1.539 2.013
N -0.242 1.754 -2.401
N -4.086 -0.025 2.498
N 1.511 -3.208 -4.588
N -3.097 1.205 -1.684
N -2.634 -2.586 0.463
N 0.261 -1.271 -4.771
C -3.080 3.581 2.591
C -3.327 -2.868 -0.637
C -1.601 -3.039 5.133
C 2.650 1.360 6.143
C 2.363 1.110 3.413
C 4.566 3.677 0.163
C -4.444 -3.692 -0.642
C -4.351 1.365 -0.975
C 2.710 -3.831 -4.029
C -0.333 -3.091 -2.191
C 1.442 -1.887 -4.792
C 1.783 -4.402 -1.687
C 0.901 1.740 -3.037
C 2.005 0.991 -2.488
C -3.591 1.256 2.451
C -2.180 -2.794 2.820
C 3.553 0.588 5.420
C -0.517 -1.491 3.698
C 5.728 2.950 -0.068
C 1.285 2.360 -4.283
C 2.827 -3.616 -2.512
C 3.261 0.954 -3.018
C -1.338 2.544 -2.917
C 5.780 1.596 0.232
C 1.603 1.998 5.495
C -4.131 -3.962 1.708
C 3.528 1.709 1.022
C 1.450 1.873 4.119
C 3.605 1.612 -4.194
C 0.612 -3.591 -1.092
C -2.376 -3.419 4.051
C -4.855 -4.241 0.559
C -0.651 -2.047 4.962
C 2.563 2.310 -4.794
C 4.669 0.964 0.769
C -3.003 5.055 2.830
C 3.454 3.056 0.710
C -3.014 -3.135 1.618
C -2.534 2.527 -1.976
C 3.409 0.454 4.049
C -3.293 0.410 -2.884
C -2.687 5.384 4.290
H 2.735 -2.541 -2.329
H 2.765 1.460 7.215
H -1.741 -3.512 6.096
H 1.361 -5.193 -2.310
H -2.256 2.985 -1.021
H -5.078 -0.121 2.354
H -0.495 -1.732 -4.287
H 3.837 -3.889 -2.200
H -2.330 0.128 -3.308
H -0.026 -1.709 5.777
H 6.676 1.027 0.023
H -3.461 5.001 4.957
H -1.070 3.602 -3.032
H 4.615 1.645 -4.572
H 0.011 -4.304 -0.521
H -3.941 5.527 2.531
H 1.424 -2.895 0.670
H 2.524 3.588 0.874
H 6.590 3.438 -0.504
H -3.116 -4.197 4.173
H -2.619 6.463 4.435
H 1.644 -1.879 -0.606
H 3.429 -1.598 -5.022
H 0.618 -3.592 -4.194
H 4.524 4.727 -0.094
H -2.951 -2.425 -1.554
H -3.888 0.942 -3.647
H -1.737 4.937 4.581
H -4.723 0.391 -0.645
H 4.108 -0.149 3.481
H -2.218 5.437 2.177
H -3.536 -0.669 1.942
H 2.651 -4.894 -4.263
H 0.268 -0.264 -4.728
H -5.725 -4.883 0.607
H 0.899 2.595 6.062
H -3.824 -0.507 -2.624
H -1.666 2.216 -3.912
H 4.368 0.089 5.927
H -4.966 -3.895 -1.567
H -3.313 3.167 -2.434
H -4.199 1.997 -0.098
H 0.635 2.347 3.582
H -4.444 -4.381 2.653
H 2.506 -0.159 -5.067
H 4.681 -0.103 0.960
H 0.216 -0.710 3.521
H 2.275 -4.908 -0.852
H -5.129 1.836 -1.602
H 3.602 -3.465 -4.542